Computed, not measured: an isolated molecule of C4H7NO, with wB97M-V/def2-TZVPD.

```
13
Properties=species:S:1:pos:R:3:lowdin_charge:R:1
C 0.0905 -1.5808 0.8117 -0.08
N 0.4271 -0.5290 -0.1477 -0.13
C 0.9555 0.7165 0.3417 -0.11
C -0.4398 0.6408 -0.1752 -0.25
C -0.7782 1.0994 -1.5514 -0.22
O -1.8562 1.5385 -1.8718 0.05
H 0.5763 -1.4232 1.7831 0.08
H 0.4226 -2.5420 0.4098 0.08
H -0.9927 -1.6308 0.9684 0.08
H 1.0540 0.8514 1.4203 0.11
H 1.7439 1.1742 -0.2548 0.11
H -1.2524 0.7067 0.5483 0.15
H 0.0493 0.9782 -2.2823 0.13
```

- Relative energy (zero: lowest compared OMol25 entry of this formula, charge and spin): 54.2 kcal per mole
- Electronic energy: -286.54529 Ha
- HOMO energy: -9.55 eV
- Net charge: 0
- Structure (SMILES): CN1C[C@H]1C=O



Computed, not measured: a 4-piece molecular cluster, C4H7NO overall at a distorted geometry, with wB97M-V/def2-TZVPD.

```
13
Properties=species:S:1:pos:R:3:lowdin_charge:R:1
C -0.5852 1.2688 0.0438 -0.06
C -0.7430 0.0293 -0.5682 -0.25
C 1.1230 -1.0765 0.0720 -0.19
O 2.0830 -0.2773 0.0542 -0.11
C -1.5741 -0.9844 0.0096 -0.28
N -2.2121 -1.8424 0.4600 0.15
H -0.5173 2.1643 -0.5673 0.09
H -0.9804 1.4178 1.0467 0.10
H 0.8658 1.4960 0.4181 0.09
H -0.6181 -0.0351 -1.6459 0.12
H 0.9442 -1.7372 -0.7840 0.11
H 0.6578 -1.3703 1.0250 0.10
H 1.5621 0.9858 0.4012 0.14
```

- Relative energy (zero: lowest compared OMol25 entry of this formula, charge and spin): 116.0 kcal per mole
- Electronic energy: -286.44685 Ha
- HOMO energy: -9.55 eV
- Net charge: 0



Computed, not measured: an isolated molecule of C4H7NO at a distorted geometry, with wB97M-V/def2-TZVPD.

```
13
Properties=species:S:1:pos:R:3:lowdin_charge:R:1
N 2.2680 0.4704 0.6325 0.12
C 1.0395 0.7120 0.4766 -0.38
C -0.2773 -1.5119 0.0491 0.01
C -1.2170 -0.6083 -0.2365 -0.15
C -0.8375 0.6821 -0.9119 -0.20
O 0.5667 0.8257 -0.7846 -0.09
H 2.5524 0.8354 1.5340 0.05
H 0.6787 -1.5318 -0.4675 0.08
H -0.4050 -2.2578 0.8196 0.07
H 0.2831 0.8739 1.2597 0.14
H -2.2500 -0.7373 0.0747 0.10
H -1.3655 1.5464 -0.4623 0.13
H -1.0361 0.7013 -1.9834 0.13
```

- Relative energy (zero: lowest compared OMol25 entry of this formula, charge and spin): 60.3 kcal per mole
- Electronic energy: -286.53558 Ha
- HOMO energy: -9.71 eV
- Net charge: 0
- Structure (SMILES): [H]/N=C/OCC=C



Computed, not measured: a 3-piece molecular cluster, C4H7NO overall at a distorted geometry, with wB97M-V/def2-TZVPD.

```
13
Properties=species:S:1:pos:R:3:lowdin_charge:R:1
C 1.4628 0.6358 -0.5735 0.05
C 1.2472 1.5043 0.4142 -0.16
C -1.9645 -0.6241 0.1611 -0.17
O -1.5837 -0.5575 -0.9840 -0.07
C 0.2176 1.2806 1.3921 -0.23
N -0.6193 1.0858 2.1704 0.15
H 2.2406 0.8176 -1.3083 0.07
H 0.8639 -0.2625 -0.6867 0.02
H 0.6026 -2.7099 -1.2326 0.05
H 1.8260 2.4162 0.5225 0.10
H -2.7689 0.0253 0.5498 0.08
H -1.5248 -1.3347 0.8857 0.08
H 0.0005 -2.2768 -1.3107 0.02
```

- Relative energy (zero: lowest compared OMol25 entry of this formula, charge and spin): 77.7 kcal per mole
- Electronic energy: -286.50782 Ha
- HOMO energy: -10.24 eV
- Net charge: 0
- Structure (SMILES): C=CC#N.[H][H].C=O



Computed, not measured: an isolated molecule of C4H7NO, with wB97M-V/def2-TZVPD.

```
13
Properties=species:S:1:pos:R:3:lowdin_charge:R:1
C -0.7706 0.5826 1.5533 0.00
C 0.4573 0.0776 0.8459 -0.40
O 1.5325 -0.0196 1.3663 0.11
N 0.3223 -0.2698 -0.5861 -0.21
C -0.8735 -0.1105 -1.1930 -0.01
C 1.4418 -0.6180 -1.2111 0.02
H -0.5537 0.6151 2.6215 0.09
H -1.0210 1.5861 1.2015 0.10
H -1.6382 -0.0545 1.3780 0.08
H -0.8573 -0.0893 -2.2728 0.06
H -1.7793 -0.3474 -0.6601 0.05
H 2.3924 -0.3621 -0.7773 0.07
H 1.3454 -1.0699 -2.1866 0.07
```

- Relative energy (zero: lowest compared OMol25 entry of this formula, charge and spin): 73.6 kcal per mole
- Electronic energy: -286.51440 Ha
- HOMO energy (alpha / beta): -7.39 / -7.24 eV
- Net charge: 0



Computed, not measured: an isolated molecule of C4H7NO, with wB97M-V/def2-TZVPD.

```
13
Properties=species:S:1:pos:R:3:lowdin_charge:R:1
C -0.5761 -0.4770 0.6847 -0.14
C 0.1022 1.8356 0.8386 0.00
O 0.6105 0.3299 0.4325 -0.25
C 0.9131 0.1184 -0.9404 -0.16
N 0.2950 -0.8130 -1.5003 0.10
C -0.5138 -1.4772 -0.4624 -0.16
H -0.4909 -0.8592 1.7044 0.14
H -1.4474 0.1892 0.6474 0.11
H -0.0490 2.1773 -0.2033 -0.01
H 1.0340 2.2720 1.2161 -0.02
H 1.6141 0.8118 -1.4095 0.15
H 0.0066 -2.3833 -0.1412 0.12
H -1.4982 -1.7244 -0.8664 0.12
```

- Relative energy (zero: lowest compared OMol25 entry of this formula, charge and spin): 127.1 kcal per mole
- Electronic energy: -286.42908 Ha
- HOMO energy: -7.55 eV
- Net charge: 0



Repeat the third record exactly.
Computed, not measured: an isolated molecule of C4H7NO at a distorted geometry, with wB97M-V/def2-TZVPD.

```
13
Properties=species:S:1:pos:R:3:lowdin_charge:R:1
N 2.2680 0.4704 0.6325 0.12
C 1.0395 0.7120 0.4766 -0.38
C -0.2773 -1.5119 0.0491 0.01
C -1.2170 -0.6083 -0.2365 -0.15
C -0.8375 0.6821 -0.9119 -0.20
O 0.5667 0.8257 -0.7846 -0.09
H 2.5524 0.8354 1.5340 0.05
H 0.6787 -1.5318 -0.4675 0.08
H -0.4050 -2.2578 0.8196 0.07
H 0.2831 0.8739 1.2597 0.14
H -2.2500 -0.7373 0.0747 0.10
H -1.3655 1.5464 -0.4623 0.13
H -1.0361 0.7013 -1.9834 0.13
```

- Relative energy (zero: lowest compared OMol25 entry of this formula, charge and spin): 60.3 kcal per mole
- Electronic energy: -286.53558 Ha
- HOMO energy: -9.71 eV
- Net charge: 0
- Structure (SMILES): [H]/N=C/OCC=C